(1)
# C42H108N6O18

9 unconnected molecules or ions with the total composition C42H108N6O18 at a distorted geometry (ωB97M-V with the def2-TZVPD basis set, the Open Molecules 2025 dataset).

Calculated values
E (eV): -91089.25623
Spin multiplicity: 1
Gap between HOMO and LUMO (eV): 8.36
ΔE to the lowest compared entry with this formula, charge and spin (kJ/mol): 145.14
Maximum force (eV/A): 2.2

Element x y z (Å)
C: -8.05 -10.72 -6.81
C: -6.94 -10.45 -5.84
O: -5.72 -11.00 -6.34
O: -7.72 -10.07 -8.05
H: -8.98 -10.26 -6.46
H: -8.15 -11.79 -6.95
H: -7.22 -11.01 -4.94
H: -6.73 -9.42 -5.52
H: -5.82 -11.18 -7.29
H: -8.47 -10.26 -8.67
C: -10.68 -13.12 -4.76
C: -9.45 -13.99 -4.76
O: -9.55 -14.95 -5.84
O: -10.59 -12.26 -5.93
H: -10.74 -12.41 -3.93
H: -11.60 -13.70 -4.77
H: -9.42 -14.55 -3.83
H: -8.56 -13.40 -4.99
H: -9.87 -14.44 -6.59
H: -11.44 -11.82 -6.07
C: -10.33 -9.71 -10.54
C: -9.53 -8.43 -10.47
O: -9.97 -7.60 -9.39
O: -10.14 -10.37 -9.25
H: -9.94 -10.34 -11.35
H: -11.39 -9.54 -10.70
H: -9.59 -7.87 -11.41
H: -8.45 -8.58 -10.34
H: -9.79 -8.19 -8.63
H: -11.00 -10.75 -9.01
C: -6.13 -10.35 1.60
O: -5.93 -11.17 0.49
C: -6.80 -12.27 0.50
C: -8.29 -11.98 0.24
N: -9.00 -13.22 -0.02
C: -10.39 -13.09 -0.38
C: -11.05 -14.44 -0.20
O: -10.57 -15.30 -1.23
C: -11.33 -16.49 -1.33
H: -5.21 -9.82 1.85
H: -6.39 -10.88 2.52
H: -6.94 -9.65 1.41
H: -6.75 -12.86 1.42
H: -6.53 -12.86 -0.38
H: -8.46 -11.17 -0.48
H: -8.74 -11.67 1.20
H: -8.52 -13.89 -0.62
H: -10.51 -12.79 -1.44
H: -10.88 -12.34 0.24
H: -12.15 -14.34 -0.14
H: -10.72 -14.90 0.74
H: -10.81 -17.16 -2.03
H: -12.32 -16.24 -1.69
H: -11.27 -17.07 -0.40
C: -6.36 -15.03 -2.35
O: -6.73 -15.18 -0.99
C: -5.98 -16.09 -0.30
C: -6.62 -16.42 1.03
N: -6.00 -17.54 1.65
C: -6.53 -18.12 2.83
C: -6.73 -17.22 4.06
O: -5.55 -17.12 4.86
C: -4.69 -16.03 4.52
H: -5.44 -14.48 -2.58
H: -7.15 -14.44 -2.83
H: -6.35 -16.06 -2.73
H: -4.96 -15.76 -0.01
H: -5.74 -16.96 -0.93
H: -7.69 -16.60 0.84
H: -6.55 -15.53 1.68
H: -5.10 -17.84 1.33
H: -5.99 -18.98 3.22
H: -7.57 -18.47 2.64
H: -7.46 -17.75 4.68
H: -7.08 -16.19 3.89
H: -5.22 -15.14 4.18
H: -3.93 -16.35 3.81
H: -4.23 -15.79 5.48
C: -17.04 -23.73 -3.54
O: -15.73 -23.29 -3.51
C: -15.58 -21.92 -3.78
C: -14.12 -21.57 -3.71
N: -13.83 -20.20 -4.10
C: -14.35 -19.13 -3.23
C: -14.02 -17.83 -3.95
O: -14.17 -16.70 -3.09
C: -14.24 -15.49 -3.72
H: -17.52 -23.60 -4.53
H: -17.67 -23.21 -2.80
H: -17.13 -24.81 -3.44
H: -16.13 -21.32 -3.04
H: -16.08 -21.73 -4.74
H: -13.55 -22.18 -4.41
H: -13.76 -21.79 -2.69
H: -12.84 -20.01 -4.11
H: -13.79 -19.10 -2.29
H: -15.43 -19.19 -3.12
H: -14.54 -17.71 -4.90
H: -12.93 -17.81 -4.14
H: -14.91 -15.47 -4.60
H: -13.29 -15.14 -4.14
H: -14.63 -14.71 -3.06
C: -3.95 -9.83 -8.88
O: -4.09 -11.23 -8.96
C: -4.59 -11.70 -10.20
C: -5.55 -12.85 -9.98
N: -5.01 -13.80 -8.95
C: -6.09 -14.34 -8.19
C: -5.63 -15.51 -7.35
O: -4.64 -15.17 -6.39
C: -5.03 -14.16 -5.49
H: -3.69 -9.35 -9.83
H: -3.09 -9.68 -8.21
H: -4.80 -9.34 -8.40
H: -3.73 -12.11 -10.74
H: -5.06 -10.97 -10.86
H: -5.66 -13.52 -10.83
H: -6.50 -12.46 -9.59
H: -4.30 -13.26 -8.48
H: -6.86 -14.76 -8.84
H: -6.61 -13.57 -7.60
H: -5.27 -16.27 -8.04
H: -6.46 -15.95 -6.77
H: -6.11 -14.11 -5.35
H: -4.55 -13.24 -5.86
H: -4.55 -14.23 -4.51
C: -12.22 -24.48 -4.07
O: -11.28 -23.50 -3.66
C: -10.99 -23.39 -2.29
C: -9.60 -22.82 -2.13
N: -9.57 -21.34 -2.29
C: -8.20 -20.90 -2.42
C: -8.10 -19.39 -2.47
O: -8.61 -18.99 -3.71
C: -8.61 -17.59 -3.84
H: -13.25 -24.06 -4.06
H: -12.19 -25.41 -3.51
H: -12.07 -24.71 -5.12
H: -11.08 -24.31 -1.69
H: -11.65 -22.63 -1.85
H: -8.85 -23.34 -2.75
H: -9.30 -22.94 -1.08
H: -10.03 -21.22 -3.20
H: -7.60 -21.25 -3.28
H: -7.54 -21.23 -1.60
H: -7.06 -19.09 -2.30
H: -8.67 -18.90 -1.67
H: -7.61 -17.21 -4.07
H: -9.01 -17.12 -2.93
H: -9.24 -17.17 -4.63
C: -13.05 -9.37 -7.22
O: -13.20 -10.57 -7.98
C: -13.95 -10.29 -9.17
C: -13.96 -11.53 -10.05
N: -12.64 -11.77 -10.67
C: -11.90 -12.94 -10.14
C: -12.52 -14.30 -10.49
O: -13.78 -14.60 -9.94
C: -13.84 -14.79 -8.57
H: -12.34 -8.67 -7.68
H: -12.63 -9.63 -6.24
H: -14.02 -8.90 -7.11
H: -13.38 -9.56 -9.77
H: -14.96 -9.97 -8.92
H: -14.79 -11.51 -10.75
H: -14.29 -12.40 -9.46
H: -12.88 -12.17 -11.58
H: -11.80 -12.94 -9.05
H: -10.93 -12.91 -10.64
H: -11.81 -15.09 -10.22
H: -12.70 -14.37 -11.57
H: -12.85 -15.06 -8.20
H: -14.58 -15.56 -8.33
H: -14.07 -13.88 -7.99

Here are the Mulliken charges for atoms 1 to 8, given in e: 0.114 -0.510 -0.425 -0.471 0.419 -0.087 0.204 0.250

---

(2)
# C8H12BCrN4O20S

A molecular structure, C8H12BCrN4O20S at a distorted geometry (ωB97M-V with the def2-TZVPD basis set, the Open Molecules 2025 dataset).

Calculated values
E (eV): -95330.42448
Spin multiplicity: 5
Gap between HOMO and LUMO (alpha / beta) (eV): 6.92 / 7.15
Maximum force (eV/A): 6.1
<S²>: 6.0214
Net charge: -1

Element x y z (Å)
Cr: 12.34 -22.60 -14.06
O: 9.41 -25.53 -11.92
C: 9.45 -24.45 -11.28
O: 8.52 -24.05 -10.44
B: 8.88 -22.71 -10.04
O: 10.11 -22.35 -10.79
C: 10.57 -23.44 -11.42
O: 11.60 -23.65 -12.16
O: 9.16 -22.60 -8.63
C: 8.20 -21.79 -7.95
O: 8.05 -21.58 -6.74
C: 7.43 -21.15 -9.11
O: 7.79 -21.78 -10.28
O: 6.73 -20.11 -9.02
S: 11.96 -20.15 -13.24
O: 13.18 -20.79 -13.61
O: 11.02 -21.19 -13.71
O: 11.83 -20.05 -11.79
O: 11.76 -18.85 -13.92
C: 15.33 -23.33 -17.12
N: 14.13 -23.91 -16.41
O: 13.74 -25.02 -16.77
O: 13.76 -23.28 -15.44
H: 16.09 -22.92 -16.45
H: 15.04 -22.60 -17.87
H: 15.69 -24.12 -17.77
C: 12.15 -19.05 -17.20
N: 12.57 -20.49 -17.01
O: 11.98 -21.28 -16.32
O: 13.53 -20.86 -17.65
H: 13.11 -18.54 -17.21
H: 11.54 -18.74 -16.35
H: 11.65 -18.89 -18.16
C: 14.12 -22.24 -10.22
N: 14.83 -22.84 -11.42
O: 14.25 -22.85 -12.45
O: 15.96 -23.26 -11.14
H: 13.07 -22.50 -10.20
H: 14.17 -21.19 -10.51
H: 14.69 -22.51 -9.33
C: 9.61 -25.81 -15.75
N: 10.84 -25.79 -14.96
O: 11.15 -26.83 -14.33
O: 11.49 -24.77 -14.89
H: 9.50 -26.84 -16.09
H: 9.70 -25.10 -16.57
H: 8.82 -25.44 -15.08

Here are the Mulliken charges for atoms 1 to 8, given in e: 1.094 -0.662 0.357 -0.474 0.967 -0.321 0.656 -0.578

---

(3)
# C8H27O11P4

3 unconnected molecules or ions with the total composition C8H27O11P4 at a distorted geometry (ωB97M-V with the def2-TZVPD basis set, the Open Molecules 2025 dataset).

Calculated values
E (eV): -68407.72587
Spin multiplicity: 1
Gap between HOMO and LUMO (eV): 3.83
Maximum force (eV/A): 9.5
Net charge: -1

Element x y z (Å)
O: 1.40 -1.70 -1.19
P: 1.20 -3.04 -1.82
C: -0.51 -3.11 -2.55
C: -1.22 -4.48 -2.71
O: -2.57 -4.15 -2.88
P: -2.94 -2.99 -1.60
O: -1.28 -2.39 -1.61
H: 2.22 -3.19 -2.80
H: 1.34 -3.98 -0.76
H: -0.48 -2.52 -3.48
H: -0.78 -4.95 -3.61
H: -1.11 -5.13 -1.82
H: -4.36 -3.29 -1.60
H: -3.29 -1.91 -2.51
H: -3.11 -2.18 -0.41
H: -2.67 -4.11 -0.70
C: 2.41 5.04 -3.43
O: 1.45 4.41 -2.58
P: 2.09 3.32 -1.42
O: 2.25 2.29 -2.53
O: 0.64 3.18 -0.71
C: -0.55 3.20 -1.49
O: 2.74 2.30 -0.25
C: 3.15 0.98 -0.60
H: 1.91 5.87 -3.94
H: 3.24 5.44 -2.86
H: 2.77 4.33 -4.17
H: -0.41 2.72 -2.45
H: -0.88 4.23 -1.63
H: -1.32 2.66 -0.94
H: 3.99 1.00 -1.30
H: 2.31 0.41 -1.00
H: 3.49 0.49 0.32
C: 0.78 1.75 2.24
O: -0.32 0.83 2.37
P: -0.72 0.36 3.92
O: 0.40 -0.62 4.15
O: -2.08 -0.35 3.41
C: -2.06 -1.18 2.24
O: -1.36 0.48 5.45
C: -0.79 -0.29 6.50
H: 0.78 2.14 1.23
H: 0.68 2.58 2.94
H: 1.73 1.23 2.42
H: -1.12 -1.74 2.16
H: -2.21 -0.58 1.35
H: -2.88 -1.89 2.32
H: 0.24 0.01 6.69
H: -0.84 -1.36 6.26
H: -1.39 -0.11 7.39

Here are the Mulliken charges for atoms 1 to 8, given in e: -0.452 0.067 0.214 -0.764 -0.450 -0.138 -0.253 0.019

---

(4)
# C4H10N2OS

A single C4H10N2OS molecule at a distorted geometry (ωB97M-V with the def2-TZVPD basis set, the Open Molecules 2025 dataset).

Calculated values
E (eV): -20173.07364
Spin multiplicity: 1
Gap between HOMO and LUMO (eV): 9.96
ΔE to the lowest compared entry with this formula, charge and spin (kJ/mol): 81.94
Maximum force (eV/A): 1.8

Element x y z (Å)
C: -2.86 0.78 -0.47
C: 0.26 -0.98 -1.07
C: 0.58 -0.82 0.41
C: 1.83 0.02 0.61
H: -3.35 1.63 -0.04
H: -2.75 -0.08 0.26
H: -3.40 0.37 -1.35
H: -0.67 -0.14 -2.68
H: 0.68 -1.81 0.88
H: -0.27 -0.42 0.95
H: 2.68 -0.43 0.12
H: 1.68 1.05 0.13
H: 1.48 0.72 2.48
H: 3.02 0.52 2.11
N: -0.56 -0.03 -1.66
N: 2.14 0.10 2.03
O: 0.76 -1.86 -1.72
S: -1.24 1.37 -0.98

Here are the Mulliken charges for atoms 1 to 8, given in e: -0.736 0.560 -0.604 -0.362 0.323 0.225 0.266 0.259

---

(5)
# C3H5N3

A single C3H5N3 molecule at a distorted geometry (ωB97M-V with the def2-TZVPD basis set, the Open Molecules 2025 dataset).

Calculated values
E (eV): -7657.11664
Spin multiplicity: 1
Gap between HOMO and LUMO (eV): 9.34
ΔE to the lowest compared entry with this formula, charge and spin (kJ/mol): 515.13
Maximum force (eV/A): 4.6

Element x y z (Å)
N: 1.79 0.88 0.28
C: 0.51 0.34 -0.01
N: -0.20 0.41 -1.12
N: -1.35 -0.29 -0.90
C: -1.58 -0.96 0.21
C: 0.15 -0.21 1.18
H: 2.56 0.46 -0.20
H: 1.84 1.87 0.42
H: -2.02 -0.19 -1.67
H: -2.63 -1.37 0.12
H: 0.83 -0.89 1.70

Here are the Mulliken charges for atoms 1 to 8, given in e: -0.382 0.498 -0.833 0.282 -0.340 -0.402 0.222 0.221